# 1
Entry from OMol25: an isolated molecule of C6H10N4O at a distorted geometry (the ωB97M-V functional and the def2-TZVPD basis).

Atoms and positions in Å:
C 1.414 -0.231 -0.033
C -1.459 -1.313 -0.141
C 2.084 0.813 0.373
C -2.291 -2.245 0.162
C -1.618 1.091 0.123
C -1.079 2.427 -0.242
N 1.604 -1.456 0.504
N 0.273 -0.004 -1.036
N 0.827 -2.491 0.055
N -0.998 -0.066 -0.542
O -2.604 0.783 0.747
H 2.049 1.780 -0.141
H 2.719 0.819 1.210
H -3.293 -2.407 -0.112
H -1.956 -3.048 0.719
H -0.073 2.476 0.028
H -1.621 3.228 0.428
H -1.270 2.514 -1.314
H 2.259 -1.579 1.308
H 0.348 -0.612 -1.826
H 0.644 -3.181 0.771

Summary:
2S+1   1
Energy above the lowest of the compared OMol25 structures with the same formula, charge and spin   159.8 kcal per mole
Largest force on an atom   0.0652 Eh/bohr
Total energy   -528.62780 hartree
E_HOMO (alpha / beta)   -7.70 / -6.65 eV
Lowest unoccupied orbital energy (alpha / beta)   0.76 / 0.12 eV

Atomic partial charges in e from the natural (NBO) method, atoms 1 to 2: atom 1 (C): 0.30, atom 2 (C): 0.31


# 2
Entry from OMol25: a 12-piece molecular cluster, C28H82BO12 overall at a distorted geometry (the ωB97M-V functional and the def2-TZVPD basis).

Atoms and positions in Å:
B -4.931 4.470 4.311
C -4.615 3.504 2.980
C -4.685 4.300 1.679
C -4.965 3.504 0.368
C -4.841 1.988 0.490
C -4.710 1.295 -0.868
O -3.343 0.992 -1.173
C -2.974 -0.323 -0.814
H -5.261 3.740 5.249
H -3.964 5.146 4.605
H -5.876 5.211 4.021
H -3.583 3.167 3.101
H -5.319 2.676 3.023
H -3.766 4.868 1.547
H -5.469 5.046 1.803
H -5.969 3.731 0.019
H -4.275 3.865 -0.398
H -5.754 1.616 0.949
H -3.984 1.702 1.091
H -5.311 0.385 -0.879
H -5.088 1.930 -1.669
H -2.914 -0.939 -1.717
H -3.687 -0.782 -0.134
H -1.988 -0.338 -0.350
C 1.194 0.115 -1.563
C 1.148 -0.441 -0.152
O 0.637 0.533 0.761
H 1.819 1.008 -1.595
H 1.596 -0.617 -2.264
H 0.193 0.402 -1.897
H 2.149 -0.705 0.186
H 0.520 -1.339 -0.109
H -0.252 0.766 0.468
C -9.814 5.678 0.229
C -8.527 4.899 0.030
O -7.448 5.745 -0.344
H -10.080 6.214 -0.684
H -10.638 5.015 0.499
H -9.695 6.420 1.022
H -8.642 4.170 -0.773
H -8.262 4.359 0.946
H -7.313 6.380 0.369
C -0.243 7.545 4.019
C -0.503 6.382 4.963
O -1.364 5.419 4.384
H -1.184 8.016 3.737
H 0.403 8.295 4.483
H 0.237 7.196 3.101
H -0.999 6.732 5.868
H 0.445 5.909 5.253
H -0.945 5.084 3.583
C 4.177 -2.512 -0.901
C 3.615 -2.959 -2.237
O 4.281 -2.302 -3.317
H 4.079 -1.433 -0.786
H 3.657 -3.005 -0.077
H 5.239 -2.752 -0.831
H 2.558 -2.709 -2.315
H 3.715 -4.042 -2.352
H 5.217 -2.525 -3.257
C 6.162 -4.430 3.393
C 5.648 -4.849 2.028
O 6.355 -4.200 0.975
H 6.075 -3.350 3.515
H 5.601 -4.918 4.191
H 7.218 -4.689 3.505
H 4.601 -4.574 1.913
H 5.729 -5.935 1.906
H 7.285 -4.441 1.048
C 5.877 0.782 -3.030
C 7.155 0.525 -2.259
O 7.820 -0.654 -2.721
H 5.201 -0.069 -2.944
H 5.364 1.670 -2.660
H 6.089 0.922 -4.094
H 6.936 0.365 -1.204
H 7.837 1.378 -2.340
H 8.028 -0.522 -3.652
C 1.407 -6.684 -3.236
C 1.621 -6.790 -1.738
O 1.593 -5.512 -1.107
H 2.170 -6.047 -3.685
H 1.452 -7.666 -3.705
H 0.435 -6.233 -3.456
H 2.597 -7.221 -1.522
H 0.856 -7.432 -1.287
H 0.730 -5.118 -1.277
C -2.389 0.233 3.273
C -1.134 -0.023 4.080
O -0.481 -1.213 3.633
H -3.074 -0.612 3.359
H -2.904 1.137 3.603
H -2.142 0.346 2.213
H -1.368 -0.155 5.136
H -0.444 0.822 3.987
H -0.273 -1.072 2.701
C -2.635 2.973 -3.698
C -2.658 4.346 -3.055
O -2.167 5.356 -3.942
H -1.620 2.716 -4.008
H -2.994 2.211 -3.005
H -3.263 2.957 -4.594
H -2.017 4.367 -2.175
H -3.673 4.606 -2.740
H -2.735 5.358 -4.720
C 4.723 2.443 2.014
C 3.854 1.310 1.500
O 4.524 0.570 0.474
H 4.988 3.117 1.198
H 4.206 3.014 2.787
H 5.656 2.057 2.435
H 2.935 1.698 1.067
H 3.584 0.628 2.313
H 5.333 0.207 0.852
C 1.614 -11.785 -3.617
C 1.595 -10.548 -4.496
O 2.759 -9.747 -4.305
H 1.688 -11.502 -2.567
H 0.710 -12.380 -3.758
H 2.478 -12.411 -3.850
H 0.742 -9.918 -4.249
H 1.516 -10.829 -5.551
H 3.526 -10.284 -4.532

Summary:
2S+1   1
Largest force on an atom   0.0271 Eh/bohr
Total energy   -2043.57729 hartree
Charge   -1
E_HOMO   -4.42 eV
Lowest unoccupied orbital energy   1.64 eV

Atomic partial charges in e from the Löwdin method, atoms 1 to 2: atom 1 (B): -0.47, atom 2 (C): -0.32


# 3
Entry from OMol25: an isolated ion of composition C2H6IN2S and charge +1 at a distorted geometry (the ωB97M-V functional and the def2-TZVPD basis).

Atoms and positions in Å:
N 1.248 2.002 0.776
C 1.125 0.802 0.276
I 3.050 -0.106 -0.087
N -0.044 0.181 -0.173
C -0.059 -1.158 -0.744
S -0.087 -2.536 0.507
H 0.527 2.517 1.310
H 2.191 2.510 0.694
H -0.847 0.603 0.212
H 0.878 -1.389 -1.368
H -0.975 -1.221 -1.388
H -0.723 -3.508 -0.313

Summary:
SMILES   N/C(I)=[NH+]/CS
2S+1   1
Energy above the lowest of the compared OMol25 structures with the same formula, charge and spin   2.5 kcal per mole
Largest force on an atom   0.0962 Eh/bohr
Total energy   -884.91732 hartree
Charge   +1
E_HOMO   -13.01 eV
Lowest unoccupied orbital energy   -4.55 eV

Atomic partial charges in e from the natural (NBO) method, atoms 1 to 2: atom 1 (N): -0.76, atom 2 (C): 0.41


# 4
Entry from OMol25: a 2-piece molecular cluster, C6H16O2 overall at a distorted geometry (the ωB97M-V functional and the def2-TZVPD basis).

Atoms and positions in Å:
C -0.352 2.171 1.037
C -0.048 1.018 2.015
C 1.465 0.676 2.115
O -0.861 -0.035 1.610
H -1.418 2.438 1.125
H -0.133 1.938 -0.019
H 0.255 3.041 1.338
H -0.407 1.226 3.043
H 1.733 -0.157 2.786
H 1.899 1.606 2.518
H 1.905 0.484 1.122
H -0.348 -0.463 0.893
C 0.946 -1.250 -1.898
C -0.545 -1.090 -2.163
C -1.274 -0.590 -0.893
O -0.980 -2.357 -2.548
H 1.443 -1.633 -2.805
H 1.165 -1.934 -1.061
H 1.364 -0.257 -1.661
H -0.774 -0.380 -2.983
H -1.063 -1.314 -0.088
H -2.367 -0.502 -1.009
H -0.871 0.393 -0.597
H -0.734 -3.027 -1.876

Summary:
SMILES   CC(C)O.CC(C)O
2S+1   1
Energy above the lowest of the compared OMol25 structures with the same formula, charge and spin   27.8 kcal per mole
Largest force on an atom   0.0365 Eh/bohr
Total energy   -388.63635 hartree
E_HOMO   -9.84 eV
Lowest unoccupied orbital energy   0.83 eV

Atomic partial charges in e from the natural (NBO) method, atoms 1 to 2: atom 1 (C): -0.63, atom 2 (C): 0.10


# 5
Entry from OMol25: an isolated molecule of C29H30N2O4 at a distorted geometry (the ωB97M-V functional and the def2-TZVPD basis).

Atoms and positions in Å:
C 2.926 0.943 -1.666
C 1.542 0.620 -1.852
N 1.067 -0.738 -2.103
C -0.212 -1.150 -2.593
C -1.355 -0.432 -2.970
C -2.558 -1.134 -3.266
C -2.618 -2.534 -3.195
C -1.493 -3.257 -2.794
C -0.297 -2.570 -2.502
C 0.952 -3.043 -1.979
C 1.356 -4.318 -1.553
C 2.632 -4.411 -0.977
C 3.481 -3.300 -0.789
C 3.065 -2.034 -1.245
C 1.795 -1.895 -1.791
C 1.216 1.104 -0.435
C -0.235 1.525 -0.643
C -1.256 1.560 0.366
C -2.033 0.393 0.361
C -3.202 0.346 1.059
C -3.551 1.445 1.859
N -4.750 1.416 2.529
C -4.758 1.182 3.945
C -5.983 1.351 1.783
C -2.690 2.566 1.951
C -1.550 2.648 1.172
C 1.858 2.311 0.318
O 1.670 3.465 -0.027
O 2.595 2.113 1.482
C 3.469 0.961 1.565
C 4.693 1.185 0.732
C 3.813 0.732 3.038
O 2.662 -0.196 1.094
C 1.384 -0.012 0.596
O 0.508 -0.856 0.731
H 2.877 2.005 -1.317
H 3.190 0.326 -0.813
H 3.456 0.858 -2.558
H 0.940 1.278 -2.473
H -1.330 0.648 -2.998
H -3.446 -0.565 -3.547
H -3.544 -3.056 -3.481
H -1.495 -4.344 -2.728
H 0.677 -5.175 -1.715
H 3.012 -5.389 -0.679
H 4.469 -3.366 -0.302
H 3.740 -1.192 -1.174
H -0.645 0.640 -1.119
H -0.274 2.304 -1.424
H -1.730 -0.509 -0.170
H -3.835 -0.538 1.007
H -3.728 1.114 4.319
H -5.258 2.013 4.447
H -5.266 0.239 4.182
H -5.786 1.506 0.714
H -6.495 0.389 1.897
H -6.651 2.150 2.122
H -3.007 3.389 2.603
H -0.849 3.487 1.225
H 4.518 1.768 -0.183
H 5.414 1.766 1.323
H 5.172 0.237 0.514
H 2.886 0.580 3.613
H 4.469 -0.152 3.095
H 4.377 1.598 3.418

Summary:
SMILES   C[C@@H](n1c2ccccc2c2ccccc21)C1(Cc2ccc(N(C)C)cc2)C(=O)OC(C)(C)OC1=O
2S+1   1
Largest force on an atom   0.1049 Eh/bohr
Total energy   -1533.43650 hartree
E_HOMO   -7.53 eV
Lowest unoccupied orbital energy   0.57 eV

Atomic partial charges in e from the natural (NBO) method, atoms 1 to 2: atom 1 (C): -0.65, atom 2 (C): 0.01


# 6
Entry from OMol25: C3H4BrN as an isolated structure at a distorted geometry (the ωB97M-V functional and the def2-TZVPD basis).

Atoms and positions in Å:
C -0.042 1.351 -0.101
C -0.340 -0.511 0.673
C 0.745 0.123 -0.305
N -0.966 0.819 0.586
Br 2.757 -0.046 0.043
H 0.143 2.401 -0.364
H -0.888 -1.359 0.222
H -0.051 -0.744 1.724
H 0.347 -0.356 -1.187

Summary:
2S+1   1
Energy above the lowest of the compared OMol25 structures with the same formula, charge and spin   37.3 kcal per mole
Largest force on an atom   0.0400 Eh/bohr
Total energy   -2745.40265 hartree
E_HOMO   -9.78 eV
Lowest unoccupied orbital energy   0.55 eV

Atomic partial charges in e from the natural (NBO) method, atoms 1 to 2: atom 1 (C): 0.06, atom 2 (C): -0.25